The following is a quantum chemistry calculation of a 17-piece molecular cluster, C68H187N17O17 overall at a distorted geometry, from the Open Molecules 2025 dataset.

Computed properties:
* total charge: 0
* total energy: -4912.52420 hartree
* gap between HOMO and LUMO: 8.66 eV
* highest occupied orbital energy: -8.22 eV

Last column: Mulliken charge in e.
Element x y z (Å)
C: -4.90414 -0.01028 0.38907  -1.615
C: -5.26179 -1.44603 -0.02091  1.519
C: -6.72786 -1.49990 -0.42621  -0.511
O: -7.09142 -2.85045 -0.76377  -0.167
C: -7.32041 -3.65586 0.35447  -0.836
N: -4.28432 -1.87327 -1.01927  1.804
H: -5.54820 0.37131 1.18205  0.671
H: -5.00365 0.66322 -0.46544  0.120
H: -3.86672 0.18677 0.66317  -0.025
H: -5.11574 -2.09664 0.84304  -0.149
H: -6.93825 -0.99955 -1.37197  -0.414
H: -7.34402 -1.09527 0.37909  0.481
H: -6.78409 -3.41815 1.27524  0.253
H: -7.12360 -4.71629 0.19130  0.300
H: -8.37189 -3.63500 0.65293  0.340
H: -4.37493 -1.24889 -1.81707  -1.001
H: -4.46252 -2.78563 -1.42278  -0.398
C: -1.50041 -2.97580 7.05180  -1.629
C: -1.28779 -1.65650 6.32511  0.569
C: -1.77512 -1.64020 4.84158  1.044
O: -3.03279 -2.31285 4.64581  -0.572
C: -3.50304 -2.38312 3.36819  -0.419
N: -1.92950 -0.56078 7.06645  -0.445
H: -1.16241 -2.88774 8.08426  0.469
H: -1.01265 -3.81625 6.55693  0.212
H: -2.57064 -3.18472 7.08364  0.356
H: -0.21325 -1.49570 6.42637  -0.366
H: -0.98572 -2.24036 4.38262  -0.882
H: -1.79883 -0.63183 4.42826  0.407
H: -4.33966 -3.08220 3.38711  0.299
H: -2.74654 -2.75244 2.67170  0.043
H: -3.85881 -1.41294 3.01217  0.361
H: -1.90700 -0.61781 8.07573  0.251
H: -2.91661 -0.53592 6.84466  0.247
C: 3.46502 -4.53804 -0.55166  -1.484
C: 3.69454 -3.02978 -0.31915  0.429
C: 3.63702 -2.29979 -1.65165  -0.847
O: 3.99601 -0.95109 -1.37674  0.030
C: 4.03788 -0.27388 -2.64677  -0.831
N: 2.62053 -2.63968 0.56760  2.203
H: 4.24231 -4.95412 -1.19481  0.607
H: 2.45423 -4.76260 -0.88962  -0.103
H: 3.59742 -5.06732 0.39339  0.266
H: 4.61759 -2.74194 0.18876  0.273
H: 2.62303 -2.38045 -2.04652  -0.203
H: 4.39993 -2.72318 -2.30810  0.928
H: 3.13375 -0.38172 -3.24889  0.238
H: 4.87653 -0.76142 -3.14961  0.514
H: 4.29276 0.78329 -2.72977  0.058
H: 2.63809 -1.62862 0.64353  -1.446
H: 2.87853 -2.91475 1.51157  -0.520
C: -0.80543 -1.96658 0.34681  -0.055
C: -0.73396 -0.59620 -0.38025  1.709
C: 0.70702 -0.07302 -0.63066  0.008
O: 1.27725 0.46916 0.59866  1.565
C: 2.10154 1.63169 0.51636  -0.254
N: -1.44119 -0.70721 -1.60997  0.634
H: -1.82327 -2.35640 0.37594  -0.093
H: -0.46712 -1.90680 1.38404  0.087
H: -0.17693 -2.77035 -0.04072  -0.174
H: -1.22523 0.18674 0.20023  -1.150
H: 0.75214 0.71028 -1.38968  0.098
H: 1.39018 -0.85679 -0.96072  -0.779
H: 1.57190 2.38333 -0.07296  -0.343
H: 3.02117 1.37073 -0.01042  0.297
H: 2.31374 1.97006 1.52873  -0.623
H: -1.22394 -1.62162 -1.98928  -0.572
H: -2.44168 -0.82631 -1.50496  -0.570
C: 4.52918 1.40689 6.19883  -1.788
C: 2.99721 1.47394 6.03927  2.584
C: 2.32444 0.05782 6.03605  -0.497
O: 2.49046 -0.68717 4.82846  -0.619
C: 1.90159 -0.06747 3.70109  0.919
N: 2.47643 2.26713 7.18291  -0.840
H: 4.98056 2.39977 6.18558  0.515
H: 4.93348 0.77169 5.41062  0.205
H: 4.76214 1.05383 7.20372  0.377
H: 2.70934 1.97452 5.11245  -1.253
H: 1.26410 0.25965 6.20708  -0.375
H: 2.68184 -0.55782 6.86095  0.572
H: 2.16727 0.95134 3.41953  -0.264
H: 0.81681 -0.14256 3.81588  -0.392
H: 2.03302 -0.66471 2.79800  0.118
H: 2.71393 3.24959 7.13128  0.409
H: 1.46948 2.29931 7.04978  0.053
C: -5.65139 1.01517 -5.32467  -1.515
C: -5.78581 0.08996 -4.07041  0.445
C: -6.51889 -1.23190 -4.44503  -0.095
O: -7.88046 -1.05928 -4.76759  -0.468
C: -8.68892 -0.53249 -3.74369  -0.545
N: -4.43757 -0.21810 -3.58328  0.109
H: -6.69231 1.20007 -5.60286  0.504
H: -5.04890 0.63549 -6.14751  0.301
H: -5.40829 2.02910 -5.00474  0.225
H: -6.27880 0.65986 -3.28246  0.311
H: -6.27163 -1.96874 -3.67676  -0.278
H: -6.04416 -1.63528 -5.34102  0.389
H: -9.69982 -0.42257 -4.13331  0.366
H: -8.35482 0.47244 -3.47385  0.271
H: -8.66829 -1.04383 -2.77931  0.124
H: -3.83022 0.57555 -3.39174  -0.361
H: -3.94768 -0.71540 -4.31649  0.262
C: -0.71878 4.60684 6.03346  -1.490
C: -1.12486 3.16127 6.00737  -0.048
C: -0.66920 2.40634 4.81884  2.355
O: -1.44645 2.79162 3.66504  -0.609
C: -1.24120 1.85065 2.59088  0.162
N: -0.63248 2.45501 7.14623  -0.504
H: 0.37023 4.67088 5.96839  0.190
H: -1.02145 5.15387 6.92556  0.444
H: -1.01840 5.08877 5.10190  0.324
H: -2.21869 3.18281 5.99052  0.387
H: -0.69826 1.33069 5.00796  -1.336
H: 0.40169 2.55547 4.66042  -0.357
H: -0.20046 1.70292 2.29402  0.004
H: -1.73974 2.18569 1.68172  0.164
H: -1.59448 0.85084 2.84878  -0.198
H: -1.10051 2.83376 7.95819  0.295
H: -0.89254 1.49066 6.97587  0.048
C: 0.60811 0.71894 -4.71199  -0.529
C: 0.99731 2.15862 -5.09443  0.353
C: 0.82980 2.44049 -6.60825  -0.863
O: 1.39954 1.41870 -7.44214  -0.341
C: 2.82344 1.38958 -7.50251  -0.646
N: 0.16258 3.06908 -4.31423  -0.501
H: 1.13086 -0.07072 -5.25273  0.711
H: -0.45831 0.51730 -4.81506  0.343
H: 0.87623 0.57755 -3.66353  -0.619
H: 2.02069 2.31490 -4.74694  0.257
H: 1.25592 3.43641 -6.75147  0.437
H: -0.19715 2.42720 -6.97235  0.278
H: 3.23626 1.37469 -6.49384  0.263
H: 3.11883 2.22415 -8.14049  0.310
H: 3.08369 0.48577 -8.05296  0.212
H: 0.24467 4.02353 -4.64376  0.262
H: 0.58784 3.14111 -3.39788  -0.139
C: 4.19001 6.56894 1.44656  -0.700
C: 4.26288 5.90799 2.83012  0.829
C: 3.99561 4.41942 2.80015  0.814
O: 2.74562 4.22956 2.16875  1.118
C: 1.66935 4.35704 3.04741  -1.192
N: 5.61253 6.20294 3.29973  -0.720
H: 3.22581 6.40382 0.96330  -0.247
H: 4.97128 6.26649 0.74829  0.059
H: 4.23325 7.64697 1.60621  0.580
H: 3.51334 6.41912 3.43615  0.404
H: 4.08447 3.83127 3.71561  -0.021
H: 4.74470 3.97187 2.14289  -1.284
H: 1.85993 3.74892 3.93450  0.297
H: 0.78922 3.85668 2.64057  -0.106
H: 1.38608 5.37800 3.30798  0.257
H: 6.16842 6.01621 2.47383  -0.156
H: 5.77233 7.19282 3.43275  0.364
C: -2.32521 -5.31472 0.02407  0.128
C: -1.60556 -6.12662 -1.02262  2.451
C: -1.23179 -7.52909 -0.53064  -1.370
O: -0.29790 -7.56402 0.54504  -0.395
C: 0.92393 -6.84375 0.31920  -0.176
N: -2.56700 -6.08894 -2.15559  -0.576
H: -3.03865 -4.55089 -0.28887  -0.149
H: -1.70550 -4.73834 0.71363  -0.735
H: -2.96426 -5.92223 0.66952  0.331
H: -0.71963 -5.52491 -1.23615  -1.105
H: -0.88949 -8.18063 -1.33761  0.377
H: -2.14328 -7.99015 -0.14817  0.308
H: 1.46314 -7.05168 -0.60730  0.465
H: 1.56921 -7.01650 1.17924  0.305
H: 0.73196 -5.76935 0.28753  -0.353
H: -3.31470 -5.41068 -2.11605  0.450
H: -2.06714 -5.86117 -3.01039  0.108
C: 7.42603 3.33932 2.59662  -1.325
C: 6.84766 2.25735 3.51564  3.293
C: 6.96497 0.87561 2.77596  -1.478
O: 5.93695 0.80066 1.76577  -0.180
C: 4.98376 -0.20574 1.94816  0.171
N: 7.69968 2.30285 4.68633  -0.756
H: 8.45557 3.13882 2.29525  0.439
H: 7.42751 4.34645 3.01419  0.432
H: 6.87274 3.35155 1.65462  -0.381
H: 5.82409 2.53116 3.76608  -1.520
H: 6.86761 0.13222 3.57013  0.429
H: 7.91488 0.62664 2.30142  0.468
H: 5.34648 -1.13573 1.50617  0.184
H: 4.08753 0.02898 1.37270  -0.665
H: 4.60986 -0.36699 2.96091  0.167
H: 7.54831 3.14931 5.21731  0.307
H: 8.70125 2.25097 4.56817  0.268
C: -1.84361 3.02725 -1.11117  0.714
C: -2.89081 2.63022 -2.19039  2.531
C: -3.49351 3.80267 -2.96385  -1.002
O: -4.20535 4.64878 -2.13006  -0.183
C: -5.54224 4.31807 -1.86011  -0.749
N: -2.30530 1.63333 -3.10364  0.534
H: -0.97995 3.48462 -1.59738  -0.509
H: -1.38883 2.22819 -0.52444  -1.185
H: -2.20104 3.73898 -0.36551  0.719
H: -3.64820 2.04183 -1.66713  -1.382
H: -4.12728 3.54000 -3.81290  0.242
H: -2.67226 4.42900 -3.31830  0.070
H: -6.00149 5.19271 -1.39946  0.253
H: -5.55446 3.55289 -1.08085  0.212
H: -6.06870 4.02208 -2.76881  0.345
H: -1.50979 2.09027 -3.53976  0.001
H: -1.84864 0.84299 -2.65308  -0.181
C: 5.04482 3.22803 -0.73641  -0.001
C: 6.11137 3.75969 -1.72526  0.386
C: 7.33335 4.36670 -1.02490  -0.925
O: 6.92104 5.41288 -0.15953  -0.183
C: 8.02556 6.06275 0.35766  -0.960
N: 6.54207 2.68987 -2.60708  -0.573
H: 4.90652 3.89861 0.11314  -0.602
H: 5.50156 2.37499 -0.22981  -0.154
H: 4.06152 3.02677 -1.15816  0.508
H: 5.57633 4.47084 -2.35626  0.253
H: 8.03002 4.71544 -1.79024  0.554
H: 7.81686 3.62918 -0.38015  0.228
H: 8.65295 5.38405 0.94050  0.327
H: 7.66167 6.77741 1.09715  0.276
H: 8.53908 6.53524 -0.48153  0.366
H: 7.25379 2.93751 -3.27973  0.244
H: 6.81996 1.81184 -2.19183  0.194
C: 3.14802 -4.72337 4.92449  -1.646
C: 2.94763 -4.30617 3.46791  0.006
C: 1.43557 -4.13450 3.22603  1.108
O: 0.79422 -5.38183 3.31751  -0.509
C: -0.66230 -5.37072 3.42331  -0.210
N: 3.58220 -2.99368 3.35651  -0.129
H: 4.21678 -4.88740 5.07067  0.444
H: 2.62716 -5.65042 5.16717  0.370
H: 2.84217 -3.93895 5.61680  0.233
H: 3.26384 -5.10168 2.79298  0.348
H: 1.12715 -3.72292 2.26193  -0.047
H: 0.89363 -3.47317 3.90956  -0.321
H: -1.02390 -6.15690 2.76224  0.345
H: -1.03351 -4.41058 3.06107  -0.282
H: -0.90450 -5.51241 4.47630  0.310
H: 3.12747 -2.34434 3.98565  -0.026
H: 4.55860 -2.90732 3.60304  0.310
C: -3.51373 7.77794 -1.86708  -1.244
C: -2.10937 7.94973 -1.29362  0.487
C: -1.41122 6.63191 -1.00059  -0.247
O: -0.13769 6.71564 -0.39333  -0.489
C: 0.39245 5.50093 0.12552  0.885
N: -1.36871 8.74692 -2.25569  -0.714
H: -4.00268 8.68566 -2.22108  0.447
H: -4.15997 7.48996 -1.03544  0.285
H: -3.55512 6.99264 -2.62098  0.173
H: -2.30026 8.43576 -0.33302  0.170
H: -1.30293 5.96289 -1.85811  0.047
H: -2.09916 6.09536 -0.34081  0.163
H: 0.57712 4.83096 -0.71638  -0.127
H: -0.33481 5.05751 0.80935  0.002
H: 1.30963 5.60886 0.70284  -0.534
H: -1.89436 9.59885 -2.40260  0.287
H: -0.51868 9.04678 -1.79371  0.268
C: -6.96904 -7.01701 -4.47883  -1.546
C: -5.70377 -6.41051 -3.85436  0.813
C: -5.94875 -5.01545 -3.27328  -0.968
O: -4.80671 -4.26526 -2.78347  0.345
C: -4.00119 -3.73582 -3.83167  -0.567
N: -5.24794 -7.34923 -2.81275  -0.804
H: -7.64491 -7.40096 -3.71565  0.367
H: -6.70341 -7.80838 -5.17832  0.408
H: -7.45087 -6.17135 -4.97262  0.335
H: -4.83041 -6.42671 -4.51113  0.267
H: -6.66615 -5.15372 -2.46284  0.089
H: -6.53995 -4.43612 -3.98549  0.218
H: -3.43630 -4.57794 -4.23640  0.474
H: -3.21341 -3.07743 -3.46378  -0.690
H: -4.54928 -3.20023 -4.60602  0.576
H: -4.48318 -6.86615 -2.36101  0.106
H: -4.86747 -8.20628 -3.18903  0.273
C: 0.52507 -3.31698 -3.48347  -1.031
C: -0.31213 -4.01849 -4.57191  0.799
C: 0.30178 -3.93910 -6.00845  -1.003
O: -0.58509 -4.53842 -6.96870  -0.310
C: 0.09394 -4.42184 -8.25083  -0.790
N: -0.60009 -5.39017 -4.19395  -0.416
H: 0.12787 -3.49817 -2.48373  -0.165
H: 0.50131 -2.23164 -3.58890  0.074
H: 1.54724 -3.69451 -3.52367  0.823
H: -1.28277 -3.56569 -4.78507  -0.231
H: 1.28584 -4.41328 -5.98708  0.424
H: 0.43701 -2.89886 -6.31244  0.434
H: -0.34730 -5.20075 -8.87236  0.280
H: 1.15998 -4.65160 -8.21598  0.319
H: 0.01148 -3.45010 -8.73879  0.297
H: 0.23758 -5.85995 -3.87005  0.265
H: -0.77953 -5.90697 -5.04743  0.191